Entry 1:
Density functional theory data (wB97M-V/def2-TZVPD) for a molecular structure, C54H36F5OP2PtS at a distorted geometry.

```
! wB97M-V def2-TZVPD RIJCOSX def2/J DEFGRID3
* xyz 1 1
Pt -0.81368 -0.03895 0.24375
O 0.54072 -0.81043 -2.37776
S 1.11036 -0.04619 -1.22065
C 2.00734 1.32585 -1.86974
C 3.03322 1.03112 -2.73906
C 3.86928 2.02314 -3.27379
C 3.64860 3.31894 -2.89820
C 4.37863 4.58741 -3.26357
C 3.62620 5.71336 -2.50634
C 2.51122 5.00724 -1.77527
C 1.53385 5.47975 -0.95195
C 0.60675 4.55926 -0.42432
C 0.64364 3.19868 -0.66670
P -0.78579 2.28472 -0.02184
C -1.26729 3.15035 1.49761
C -2.39894 3.94977 1.59758
C -2.76133 4.48189 2.82976
C -1.99202 4.22402 3.95345
C -0.83877 3.45216 3.84899
C -0.48334 2.90931 2.62674
C -2.09962 2.52530 -1.23731
C -1.91288 3.19737 -2.44051
C -2.94514 3.24840 -3.36820
C -4.15686 2.63082 -3.09699
C -4.35185 1.96520 -1.89174
C -3.32246 1.89648 -0.96776
C 1.69554 2.66725 -1.48791
C 2.57817 3.62248 -2.03165
C 2.37023 -1.07500 -0.51309
C 3.60653 -0.55198 -0.20022
C 4.69196 -1.36304 0.18538
C 4.49799 -2.71361 0.21408
C 5.45510 -3.84553 0.49863
C 4.59037 -5.13186 0.40841
C 3.18995 -4.63331 0.14520
C 1.99422 -5.28660 0.08071
C 0.82807 -4.51476 -0.08189
C 0.82063 -3.14439 -0.25681
P -0.81543 -2.34738 -0.16292
C -1.78314 -2.73904 -1.63915
C -2.05942 -4.05150 -2.01364
C -2.82653 -4.30324 -3.13983
C -3.32395 -3.24919 -3.89584
C -3.07421 -1.93996 -3.51256
C -2.30950 -1.68544 -2.38444
C -1.61908 -3.23668 1.20271
C -2.98088 -3.51999 1.15387
C -3.61790 -4.07273 2.25788
C -2.90343 -4.32754 3.41848
C -1.54461 -4.03849 3.47444
C -0.90554 -3.49171 2.37443
C 2.07018 -2.45537 -0.29140
C 3.20678 -3.23356 -0.01041
H 3.19302 -0.00389 -3.01783
H 4.67202 1.74641 -3.94484
H 4.36282 4.74587 -4.34223
H 5.42664 4.53251 -2.96822
H 3.23359 6.46909 -3.18681
H 4.27722 6.23055 -1.80071
H 1.44173 6.53141 -0.71158
H -0.18710 4.94527 0.20333
H -3.00157 4.15493 0.72102
H -3.64875 5.09589 2.90996
H -2.29000 4.62290 4.91449
H -0.22827 3.26808 4.72352
H 0.40306 2.28865 2.54501
H -0.96628 3.67699 -2.65597
H -2.79989 3.76723 -4.30657
H -4.95287 2.66373 -3.82994
H -5.30236 1.49406 -1.67864
H -3.45787 1.36307 -0.03366
H 3.76246 0.51279 -0.29971
H 5.64999 -0.91297 0.41086
H 5.90648 -3.73376 1.48500
H 6.27103 -3.85249 -0.22434
H 4.63153 -5.71784 1.32632
H 4.92108 -5.78145 -0.40265
H 1.91818 -6.35801 0.21519
H -0.11970 -5.03342 -0.01086
H -1.69394 -4.88451 -1.42687
H -3.04173 -5.32474 -3.42440
H -3.91044 -3.45289 -4.78257
H -3.47328 -1.11814 -4.09279
H -2.11621 -0.66319 -2.08476
H -3.54904 -3.30407 0.25743
H -4.67498 -4.29933 2.21005
H -3.40298 -4.75047 4.28037
H -0.98507 -4.23884 4.37936
H 0.15257 -3.26154 2.42757
F 1.04369 -0.78878 2.60410
C -0.17846 -0.48423 3.09781
C -1.21917 -0.18656 2.24292
C -2.43912 0.10434 2.81862
F -3.49776 0.40488 2.04128
C -2.62659 0.11740 4.18849
F -3.81452 0.40987 4.72012
C -1.55888 -0.17360 5.01812
F -1.71603 -0.15571 6.34212
C -0.32684 -0.48544 4.47185
F 0.70068 -0.78293 5.27236
*
```

Properties
E_LUMO	-3.10	eV
energy above the lowest of the compared OMol25 structures with the same formula, charge and spin	1.299	eV
orbital gap	7.5	eV
electronic energy	-3854.00386	hartree

Atomic partial charges in e from the Mulliken method, atoms 1 to 2: Pt 2.42; O -0.75

---

Entry 2:
Density functional theory data (wB97M-V/def2-TZVPD) for a molecular structure, C54H39BrIrNO3P2S at a distorted geometry.

```
! wB97M-V def2-TZVPD RIJCOSX def2/J DEFGRID3
* xyz 3 2
Ir 0.00314 -0.44969 0.51492
O 0.43856 1.73328 0.76942
S -0.09856 2.17859 -0.62151
C 1.16919 3.20848 -1.31716
C 0.85643 4.37842 -1.98239
C 1.83845 5.25194 -2.47012
C 3.15378 4.90526 -2.29608
C 4.42322 5.60687 -2.68266
C 5.55866 4.66347 -2.21688
C 4.85829 3.47974 -1.61958
C 5.34157 2.32101 -1.06657
C 4.41806 1.35651 -0.64864
C 3.03893 1.51856 -0.72585
P 2.18728 -0.03948 -0.34163
C 2.93508 -0.60075 1.20070
C 2.86389 0.27753 2.29467
C 3.42571 -0.08837 3.50428
C 4.03694 -1.33248 3.63652
C 4.09099 -2.21056 2.55846
C 3.53826 -1.85557 1.33899
C 2.57577 -1.19849 -1.65494
C 2.04987 -2.49442 -1.54690
C 2.34162 -3.43902 -2.51309
C 3.12285 -3.08874 -3.60879
C 3.61261 -1.79562 -3.73661
C 3.34019 -0.84404 -2.76750
C 2.50945 2.74855 -1.21340
C 3.46353 3.67120 -1.68599
C -1.43867 3.26829 -0.28784
C -1.24629 4.56700 0.15211
C -2.30214 5.48493 0.23644
C -3.54817 5.08008 -0.19007
C -4.84898 5.81734 -0.32529
C -5.86316 4.75686 -0.82788
C -5.07928 3.47976 -0.91568
C -5.43951 2.19295 -1.23637
C -4.47466 1.18125 -1.12641
C -3.15215 1.42522 -0.77599
P -2.24314 -0.06736 -0.25344
C -2.64250 -1.37396 -1.40419
C -2.71028 -2.70139 -0.96598
C -2.97892 -3.70660 -1.87686
C -3.15036 -3.39978 -3.22214
C -3.03993 -2.08694 -3.66552
C -2.77051 -1.07298 -2.76496
C -2.96808 -0.40133 1.37217
C -2.37525 0.24481 2.46646
C -2.85040 0.01278 3.74902
C -3.91215 -0.85912 3.94198
C -4.51225 -1.48540 2.85427
C -4.04981 -1.25958 1.56846
C -2.73132 2.76122 -0.55169
C -3.74165 3.73419 -0.56138
H -0.18163 4.64788 -2.11811
H 1.54899 6.18006 -2.94382
H 4.48618 6.59344 -2.22168
H 4.45323 5.77655 -3.76016
H 6.21725 5.14159 -1.48981
H 6.20502 4.36190 -3.04256
H 6.40168 2.12665 -0.97589
H 4.80790 0.41872 -0.26873
H 2.38150 1.24226 2.18198
H 3.39657 0.59443 4.34375
H 4.48188 -1.61527 4.58210
H 4.57870 -3.17022 2.66653
H 3.59694 -2.53985 0.50347
H 1.40064 -2.75754 -0.72061
H 1.95664 -4.44529 -2.41654
H 3.33143 -3.81977 -4.37849
H 4.21361 -1.52820 -4.59505
H 3.72437 0.16069 -2.87852
H -0.24546 4.88926 0.41160
H -2.11835 6.48783 0.59744
H -4.75288 6.65431 -1.01846
H -5.15648 6.24989 0.62813
H -6.29286 5.02453 -1.79448
H -6.71005 4.64177 -0.14952
H -6.44999 1.93662 -1.52479
H -4.78573 0.15854 -1.30372
H -2.54434 -2.94211 0.07399
H -3.04456 -4.73199 -1.53926
H -3.35784 -4.19087 -3.93034
H -3.16138 -1.85722 -4.71532
H -2.66689 -0.05114 -3.10949
H -1.56309 0.94989 2.31122
H -2.39406 0.51390 4.59302
H -4.28576 -1.04588 4.94014
H -5.34611 -2.15739 3.00746
H -4.53008 -1.74686 0.73070
Br 0.68000 -4.46480 6.94106
C 0.55952 -3.30603 5.48016
C 0.65997 -1.92846 5.68735
N 0.56637 -1.14963 4.63233
C 0.39628 -1.51513 3.40300
C 0.30757 -2.86762 3.12212
C 0.39137 -3.76843 4.17602
C 0.14351 -3.34889 1.65938
O 0.38450 -4.50878 1.46792
O -0.26642 -2.48256 0.78635
H 0.82085 -1.48316 6.66303
H 0.33208 -0.75738 2.58890
H 0.33462 -4.83007 3.96903
*
```

Properties
E_LUMO (alpha / beta)	-9.70 / -11.71	eV
orbital gap (alpha / beta)	5.5 / 3.5	eV
electronic energy	-6119.92199	hartree
⟨S²⟩	0.7591

Atomic partial charges in e from the Mulliken method, atoms 1 to 2: Ir 2.63; O -0.72